DFT (ωB97M-V with the def2-TZVPD basis set) results for C21H23N3O4S in the gas phase in a non-equilibrium geometry.

Calculated values
Orbital gap = 9.30 eV
Relative energy (zero: lowest compared OMol25 entry of this formula, charge and spin) = 242.8 kJ/mol
HOMO level = -9.07 eV
SMILES = Cc1onc(-c2ccccc2)c1C(=O)Nc1ccc(S(=O)(=O)NC(C)(C)C)cc1

Structure (XYZ):
```
52
Properties=species:S:1:pos:R:3:forces:R:3
C -5.201709 -2.717029 -0.502280 0.0 0.0 -0.2
C -4.299166 -1.597615 -0.851408 0.4 0.5 0.8
C -3.616883 -0.700989 -0.062230 -0.5 -0.3 -0.9
C -2.925375 0.123582 -1.011482 -0.6 -0.7 -0.1
N -3.177002 -0.294085 -2.223910 0.8 1.0 -0.3
O -4.012971 -1.356338 -2.135131 -0.5 -0.7 0.5
C -2.079875 1.284898 -0.756664 0.2 0.4 -0.2
C -2.441236 2.220088 0.209040 -0.1 0.0 -0.2
C -1.622832 3.306133 0.457751 0.0 0.1 0.0
C -0.436834 3.459873 -0.241797 0.0 0.1 0.0
C -0.080033 2.538231 -1.212503 0.0 0.1 0.0
C -0.902937 1.460361 -1.478953 -0.1 0.0 0.1
H -0.634020 0.739555 -2.234340 0.1 -0.1 -0.1
H 0.845217 2.648544 -1.756327 0.1 0.0 -0.1
H 0.207007 4.301031 -0.033907 0.1 0.1 0.0
H -1.910981 4.034110 1.202071 0.0 0.1 0.1
H -3.369388 2.101678 0.750741 -0.1 0.0 0.0
C -3.679203 -0.631089 1.406967 0.0 0.0 0.0
O -4.718484 -0.750907 2.023534 -0.2 -0.1 0.1
N -2.507297 -0.397006 2.079368 -0.1 0.1 0.5
C -1.207416 -0.322916 1.583233 0.6 -0.1 -0.2
C -0.756012 -1.203611 0.599073 0.1 -0.1 0.1
C 0.504972 -1.042190 0.058559 0.0 -0.1 0.0
C 1.320290 -0.026939 0.520884 0.6 0.0 -0.2
C 0.917430 0.799420 1.552057 0.1 0.0 0.1
C -0.343311 0.646593 2.093161 -0.1 -0.2 -0.1
H -0.681746 1.299670 2.883296 -0.1 0.1 0.0
H 1.590014 1.570699 1.892023 0.0 0.1 0.1
S 2.889277 0.261004 -0.283441 -0.3 -0.3 0.6
O 3.469481 1.470360 0.239916 -0.1 0.1 0.2
O 2.696503 0.181363 -1.698332 -0.1 -0.2 -0.3
N 3.721041 -1.104484 0.231338 -0.7 0.3 -0.2
H 3.481406 -1.264761 1.200370 -0.2 0.0 0.2
C 5.176639 -1.186935 0.045347 0.6 0.0 -0.2
C 5.514398 -0.687407 -1.355391 0.0 -0.1 0.1
H 5.296666 0.374073 -1.435319 0.1 0.1 -0.1
H 6.568393 -0.852850 -1.564684 0.1 0.0 0.0
H 4.913385 -1.210526 -2.093612 0.0 -0.1 -0.1
C 5.899233 -0.339950 1.097080 -0.1 0.0 -0.2
H 5.707766 -0.726865 2.097296 0.0 0.0 0.1
H 5.545508 0.686689 1.045027 0.1 0.1 0.0
H 6.971659 -0.353963 0.921047 0.1 0.0 0.0
C 5.564500 -2.662308 0.188529 -0.2 0.3 -0.1
H 6.635098 -2.780477 0.046066 0.1 0.0 0.0
H 5.040833 -3.256895 -0.554455 0.0 -0.1 -0.1
H 5.301516 -3.033136 1.176786 0.0 -0.1 0.1
H 0.865591 -1.681168 -0.730716 0.0 -0.2 -0.1
H -1.398582 -1.997782 0.253422 0.0 -0.1 0.0
H -2.640324 -0.140768 3.050399 -0.1 -0.1 -0.2
H -4.676412 -3.668816 -0.581579 0.0 -0.1 0.0
H -5.557714 -2.584584 0.515537 0.0 0.0 0.0
H -6.043635 -2.738004 -1.190288 -0.1 0.0 0.0
```
Positions in Å, forces in eV/Å.

DFT (ωB97M-V with the def2-TZVPD basis set) results for a molecular structure, C21H23N5O7RuS in a non-equilibrium geometry.

Calculated values
Charge = +1
Orbital gap (alpha / beta) = 7.32 / 7.36 eV
Relative energy (zero: lowest compared OMol25 entry of this formula, charge and spin) = 122.7 kJ/mol
2S+1 = 2
HOMO level (alpha / beta) = -12.14 / -11.99 eV

Structure (XYZ):
```
58
Properties=species:S:1:pos:R:3:forces:R:3
Ru -0.117927 -0.530149 -0.423958 1.8 -1.5 -2.4
C -0.764510 0.054801 2.036170 0.2 0.4 0.2
C 0.168451 1.088728 2.111178 -0.2 -0.1 0.0
C 0.060493 2.208494 1.278350 -0.1 0.2 0.0
C -0.946519 2.266558 0.343366 -0.2 0.2 0.3
C -1.897604 1.225884 0.250188 0.1 0.1 0.2
C -1.837794 0.138865 1.132019 0.0 0.6 0.0
H -0.723373 -0.766180 2.738368 0.1 -0.1 -0.1
H 0.965309 1.041582 2.841581 0.0 -0.1 -0.1
H 0.765078 3.024313 1.371613 0.0 -0.1 0.0
H -1.036602 3.131262 -0.300588 0.0 0.0 0.0
H -2.759075 1.348349 -0.391076 0.0 -0.1 -0.2
H -2.652730 -0.569786 1.185699 0.0 -0.2 -0.1
O 3.406183 1.517257 -0.135809 0.0 -0.5 0.3
C 2.432195 0.939575 -0.542751 0.0 0.5 -0.3
O 1.833284 -0.088635 0.014856 -1.0 -1.0 0.6
C 1.764773 1.383972 -1.794685 -0.1 0.2 -0.1
C 2.398874 2.145654 -2.756075 -0.1 0.1 -0.2
C 1.677289 2.492229 -3.885322 0.1 0.1 -0.1
C 0.367091 2.044305 -4.025538 0.0 0.1 0.0
C -0.189345 1.284845 -3.018449 0.0 0.1 0.3
N 0.505549 0.988458 -1.913544 -0.8 -0.5 0.7
H 3.426763 2.443521 -2.601182 0.0 0.0 0.0
H 2.128144 3.111655 -4.651337 0.0 -0.1 0.0
H -0.218611 2.285392 -4.902056 0.0 0.0 0.0
H -1.202639 0.911222 -3.069648 0.0 0.0 0.0
C -6.638414 -2.371155 3.199156 0.1 0.0 0.0
C -6.059541 -3.754983 2.930679 0.1 0.1 -0.1
S -4.432823 -3.641753 2.173566 0.4 0.3 0.0
O -3.432700 -4.130979 3.087796 -0.1 -0.2 -0.1
O -4.250738 -2.302164 1.644490 0.0 -0.1 -0.2
C -4.545435 -4.756421 0.764919 0.2 0.1 0.2
C -3.209007 -5.122598 0.064723 0.0 0.3 0.2
N -2.040351 -4.271197 0.349416 -0.3 -0.2 0.3
C -1.817924 -3.069718 -0.215166 0.1 -0.2 0.1
N -0.710804 -2.535223 0.282902 0.1 1.1 0.2
C -0.201861 -3.402479 1.206760 0.3 0.3 0.0
C -1.012310 -4.477528 1.259743 -0.4 -0.1 0.0
N -0.863302 -5.604838 2.147249 0.0 -0.3 0.1
O -1.585628 -6.575800 1.984496 0.2 0.4 0.0
O -0.002574 -5.496928 2.993204 -0.2 0.0 -0.2
C -2.714438 -2.459766 -1.233822 -0.1 -0.2 0.3
H -7.619639 -2.471151 3.660825 0.0 0.0 0.0
H -6.741315 -1.805394 2.275701 0.0 0.0 0.0
H -5.993915 -1.804054 3.870447 -0.1 0.0 0.0
H -6.678282 -4.328676 2.237598 0.0 0.0 0.1
H -5.894104 -4.326581 3.844492 -0.1 -0.1 -0.1
H -5.238137 -4.265589 0.081057 0.0 -0.1 0.0
H -5.000423 -5.665058 1.163167 0.0 0.0 -0.1
H -3.354163 -5.092872 -1.010716 -0.1 -0.1 -0.1
H -2.932215 -6.120288 0.355493 0.1 -0.2 0.0
H 0.708928 -3.221848 1.752652 -0.1 0.0 0.0
H -2.815862 -3.107259 -2.106073 0.1 0.1 0.0
H -2.302584 -1.515979 -1.569638 0.0 0.1 -0.1
H -3.699433 -2.282330 -0.798595 0.0 0.0 0.0
O 2.182432 -2.393216 -3.176921 -0.4 0.1 0.3
C 1.236378 -2.007531 -2.605958 -0.2 0.3 0.0
N 0.207661 -1.623406 -2.077706 0.6 0.2 0.3
```
Positions in Å, forces in eV/Å.